A 2-piece molecular cluster, C12H14Br2N2O3 overall at a distorted geometry, computed with ωB97M-V with the def2-TZVPD basis set.

Geometry as XYZ:
```
33
C12H14Br2N2O3 (ωB97M-V with the def2-TZVPD basis set)
C -0.70499 -2.06276 4.63218
C -0.92199 -1.69087 3.04931
N -1.66636 -2.51615 2.19818
C -0.25329 -0.35488 2.29743
C 0.32306 -0.94646 0.84308
C 1.41049 -2.17039 0.93079
N 1.95963 -2.75441 -0.35535
C 1.56298 -2.32804 -1.76479
C 0.47072 -1.08724 -1.99486
C -0.13077 -0.39065 -0.63107
C -1.20771 0.88749 -0.62822
O -2.45939 0.70260 -1.05585
O -0.66350 2.15862 -0.07927
C -1.09959 3.31752 -0.87414
Br -2.86709 4.24007 -0.46455
C -0.25645 3.84141 -1.98391
C 1.17443 3.22723 -2.49848
Br -0.95502 5.45932 -2.96595
H 0.43121 -1.95581 4.95485
H -0.98618 -3.21738 4.74205
H -1.44404 -1.46983 5.34194
H -2.04101 -3.31760 2.75612
H -1.09441 0.44697 2.13412
H 0.61453 0.11793 2.95324
H 1.78885 -2.58314 1.97735
H 2.67977 -3.52769 -0.24637
H 2.05745 -2.87481 -2.69602
H 0.11679 -0.70907 -3.04637
H 1.07506 2.22882 -3.13388
H 1.70233 4.01093 -3.22764
H 1.94991 2.99903 -1.65189
O 0.13414 0.94424 -4.73043
H -0.69956 1.37500 -4.78158
```

Summary:
- orbital gap (Eh) = 0.1303
- LUMO level (eV) = -2.4260
- E_tot (Eh) = -5948.3191
- multiplicity = 1